Formula: C4H11ClN2O2V
Source: the Open Molecules 2025 dataset
Level of theory: ωB97M-V/def2-TZVPD

```
21
Properties=species:S:1:pos:R:3:forces:R:3
V -0.255349 -0.145603 -0.141043 1.34 0.53 0.06
N -1.350815 1.298418 1.014142 0.02 0.65 -0.02
C -1.987270 0.698361 2.192611 -0.53 -0.20 0.46
C -2.597780 -0.654280 1.829809 0.50 -0.41 0.18
C -1.508658 -1.774656 1.825762 -1.77 -0.24 1.10
O -1.698028 -2.777049 2.488519 0.04 0.05 -0.04
O -0.470396 -1.544383 1.125949 1.14 -0.24 -0.20
H -0.734331 2.062968 1.297465 -0.35 -0.08 -0.09
H -2.079736 1.694505 0.418302 0.25 0.00 0.09
H -2.766401 1.362476 2.603674 0.30 -0.14 -0.08
H -1.224352 0.547862 2.964066 -0.11 0.12 -0.10
H -3.050161 -0.613541 0.834751 -0.09 0.07 0.07
H -3.363145 -0.930799 2.556254 0.09 -0.03 -0.11
N 1.462626 -1.255897 -1.067406 0.18 -0.14 0.21
H 1.025726 -1.836015 -1.781102 0.09 0.08 0.07
H 1.854541 -1.870488 -0.354663 -0.01 0.10 -0.15
H 2.220782 -0.737823 -1.507074 -0.14 -0.18 0.08
Cl -0.917150 -1.066750 -2.973344 0.20 -0.66 -1.34
C -1.604922 -0.117508 -1.649640 -1.05 0.64 -0.23
H -2.568532 -0.593980 -1.434697 0.04 0.22 0.00
H -1.802402 0.875296 -2.084184 -0.15 -0.14 0.05
```
Positions in Å, forces in eV/Å.

Summary:
Maximum force (hartree/bohr): 0.0408
Lowest unoccupied orbital energy (spin up / spin down) (eV): -0.024 / -0.375
2S+1: 4
HOMO-LUMO gap (spin up / spin down) (eV): 7.2 / 8.2
Energy relative to the best compared isomer or geometry (same formula, charge and spin) (kcal per mole): 9.7
Electronic energy (Eh): -1823.2121
Expectation value of S²: 3.76

***

Formula: C4H11ClNOTi2
Source: the Open Molecules 2025 dataset
Level of theory: ωB97M-V/def2-TZVPD

```
20
Properties=species:S:1:pos:R:3:forces:R:3
Ti -5.715266 -1.181414 1.918143 1.22 0.30 0.21
Ti -4.278621 2.355854 2.004145 0.63 -1.07 0.12
Cl -3.244074 -0.221490 2.370445 -1.82 0.74 -0.33
C 0.460508 -0.210092 -2.223703 0.20 0.27 -1.23
C 0.083476 -0.674693 -0.832803 -0.34 -0.74 -0.28
C 0.684748 0.217505 0.230468 0.41 -0.07 0.49
O 2.081600 -0.005744 0.238671 -0.31 0.04 -0.05
C 2.774999 0.832996 1.145901 -0.63 -0.28 -0.18
N -1.386010 -0.846149 -0.702086 -0.08 0.78 0.26
H 0.455103 0.872958 -2.384377 -0.23 0.05 0.52
H -0.202114 -0.584748 -3.010135 -0.14 -0.25 0.30
H 1.461136 -0.504088 -2.546951 0.03 -0.21 0.43
H 0.472725 -1.682678 -0.664885 0.71 0.18 -0.03
H 0.280702 -0.050076 1.219526 -0.12 0.11 0.02
H 0.535868 1.291224 0.058713 -0.46 -0.04 -0.14
H 3.800781 0.507314 1.017376 0.23 0.46 0.43
H 2.397865 0.710540 2.169804 0.28 -0.38 0.05
H 2.608064 1.897593 0.939013 0.32 -0.03 -0.39
H -1.617304 -1.046830 0.266745 0.09 0.05 -0.02
H -1.654187 -1.677990 -1.214009 0.03 0.08 -0.17
```
Positions in Å, forces in eV/Å.

Summary:
Maximum force (hartree/bohr): 0.0387
Lowest unoccupied orbital energy (spin up / spin down) (eV): -4.410 / -4.645
2S+1: 7
HOMO-LUMO gap (spin up / spin down) (eV): 6.5 / 6.8
Energy relative to the best compared isomer or geometry (same formula, charge and spin) (kcal per mole): 0.0
Electronic energy (Eh): -2447.6666
Expectation value of S²: 12.00
Charge: +1

***

Formula: C4H11ClSSi
Source: the Open Molecules 2025 dataset
Level of theory: ωB97M-V/def2-TZVPD

```
18
Properties=species:S:1:pos:R:3:forces:R:3
C -2.437878 0.026376 -0.645933 0.82 3.76 -2.53
C -0.949014 0.447266 -0.523614 1.01 0.26 3.02
C -0.499444 0.470392 1.019727 0.03 0.55 -1.96
C 1.037930 0.423659 1.236183 -0.66 -1.05 1.37
Si 2.089841 -1.797262 -0.759174 -0.95 0.66 3.08
S 1.582614 -1.347846 1.220421 -0.22 -0.88 -0.55
Cl 2.727882 1.889112 -1.370478 -0.14 -0.85 0.16
H -2.476341 -0.291768 -1.720952 -0.85 0.01 1.06
H -3.120123 0.940453 -0.482674 0.89 -1.47 -0.34
H -2.685710 -0.708586 0.044950 -0.43 -1.54 1.00
H -0.554084 1.427271 -0.927754 -0.77 -1.44 -0.31
H -0.379229 -0.435343 -0.808448 0.37 0.13 -1.13
H -1.048254 -0.337562 1.454386 0.24 -0.93 0.68
H -0.950099 1.325804 1.477274 0.16 0.92 0.40
H 1.708472 0.886935 0.567639 0.14 1.09 -1.51
H 1.390987 0.786527 2.214203 -0.54 -0.30 -0.06
H 2.416988 -0.478936 -1.167580 0.62 1.81 -1.85
H 2.145461 -3.226489 -0.828173 0.29 -0.75 -0.52
```
Positions in Å, forces in eV/Å.

Summary:
Maximum force (hartree/bohr): 0.0896
Lowest unoccupied orbital energy (eV): -2.499
HOMO-LUMO gap (eV): 5.6
Energy relative to the best compared isomer or geometry (same formula, charge and spin) (kcal per mole): 82.8
Electronic energy (Eh): -1306.7563

***

Formula: C4H11ClSSi
Source: the Open Molecules 2025 dataset
Level of theory: ωB97M-V/def2-TZVPD

```
18
Properties=species:S:1:pos:R:3:forces:R:3
C 1.215178 -1.363199 1.521473 0.11 0.20 0.62
C 0.407631 -0.761664 0.395503 2.00 3.76 0.76
C -0.769798 0.155627 0.789781 -0.05 -0.84 1.50
C -1.287976 0.925222 -0.383536 -1.68 1.43 0.56
Si 1.115600 1.609869 -2.306932 -4.24 -0.33 3.66
S -0.295192 2.428370 -0.887506 1.88 -0.90 -1.68
Cl -3.459568 -1.404001 -0.745606 0.39 0.23 0.00
H 0.646559 -1.946820 2.199359 -0.93 -0.78 0.49
H 1.728498 -0.669073 2.193340 -0.27 0.60 -0.40
H 2.006545 -1.993606 1.187165 0.51 -0.62 -0.65
H 0.060308 -1.408446 -0.345987 -0.55 -1.47 -0.96
H 1.185180 -0.077476 -0.112601 -0.82 -0.74 0.22
H -0.583424 0.951397 1.569322 0.28 -1.31 -0.23
H -1.542876 -0.624374 1.170539 0.51 1.84 -0.81
H -1.459573 0.326126 -1.218127 -0.28 -1.13 -1.60
H -2.265218 1.448135 -0.220529 0.73 -0.72 0.18
H 2.293611 2.215831 -2.555419 2.41 1.58 -0.96
H 1.004515 0.188083 -2.250239 0.00 -0.81 -0.70
```
Positions in Å, forces in eV/Å.

Summary:
Maximum force (hartree/bohr): 0.1091
Lowest unoccupied orbital energy (spin up / spin down) (eV): -3.769 / -3.770
HOMO-LUMO gap (spin up / spin down) (eV): 3.3 / 3.3
Energy relative to the best compared isomer or geometry (same formula, charge and spin) (kcal per mole): 97.2
Electronic energy (Eh): -1306.7333

***

Formula: C4H11F2InNO
Source: the Open Molecules 2025 dataset
Level of theory: ωB97M-V/def2-TZVPD

```
20
Properties=species:S:1:pos:R:3:forces:R:3
In -2.407082 -1.046782 -1.165583 -0.49 1.00 1.36
F -4.457943 -0.759151 -3.141524 2.26 -0.32 2.05
F -2.672440 -0.713519 1.715681 0.07 -0.56 -2.53
C 2.319504 -1.108116 0.703483 0.12 0.94 -0.85
C 0.895021 -0.734360 0.237972 -0.51 1.14 2.59
C 0.531151 0.771078 0.214245 1.53 -1.93 -0.96
O -0.848969 0.858041 0.404102 -0.09 0.13 -0.60
C -1.288271 2.184727 0.245094 -2.64 1.10 -0.08
N 0.481283 -1.412935 -0.955973 -0.64 -0.71 -0.46
H 2.566557 -2.116218 0.371634 0.13 -0.03 0.23
H 2.397201 -1.020512 1.785296 -0.11 -0.17 -0.03
H 3.038870 -0.406987 0.275285 0.19 -0.19 -0.11
H 0.297708 -1.077972 1.088794 -0.49 -0.45 -0.40
H 0.799043 1.104746 -0.794686 0.13 0.69 0.15
H 1.139844 1.253654 0.980904 -0.37 0.40 0.03
H -2.382287 2.179102 0.286077 -0.07 -0.46 0.25
H -1.157254 2.640357 -0.739323 1.02 -0.17 0.01
H -1.066132 2.867088 1.066576 0.87 -0.25 -0.05
H 0.821925 -2.359049 -0.798381 -0.73 -0.47 -0.45
H 0.992271 -1.103193 -1.779673 -0.16 0.31 -0.14
```
Positions in Å, forces in eV/Å.

Summary:
Maximum force (hartree/bohr): 0.0597
Lowest unoccupied orbital energy (eV): -9.988
HOMO-LUMO gap (eV): 5.0
Energy relative to the best compared isomer or geometry (same formula, charge and spin) (kcal per mole): 98.0
Electronic energy (Eh): -678.3155
Charge: +1

***

Formula: C4H11IN
Source: the Open Molecules 2025 dataset
Level of theory: ωB97M-V/def2-TZVPD

```
17
Properties=species:S:1:pos:R:3:forces:R:3
C -0.606533 1.537723 0.620945 -1.10 1.49 0.45
C 1.355226 -0.693737 0.467751 2.06 -0.99 2.60
C 0.149788 -0.357416 -1.618750 -0.65 1.17 -0.90
C -0.984307 0.106319 0.572748 -1.23 1.17 -2.71
N -0.010461 -0.716301 -0.107791 1.22 -1.68 -2.15
I -2.915102 -0.481366 0.019240 0.54 0.24 0.71
H 0.414081 1.750633 1.037618 -0.84 -0.24 -0.80
H -1.322004 2.135931 1.243073 0.55 -0.82 -0.07
H -0.856453 1.999119 -0.378317 0.99 -0.27 0.63
H 2.003028 -0.067658 -0.181915 -0.33 -0.44 0.81
H 1.347213 -0.333496 1.579509 -0.09 -0.42 -2.21
H 1.785434 -1.773609 0.557084 -0.86 1.95 -0.54
H -0.913251 -0.318358 -2.059495 1.82 0.30 0.70
H 0.682419 0.612304 -1.480046 -0.93 -0.41 -0.98
H 0.797324 -0.978652 -2.329203 -0.77 0.10 1.85
H -0.651161 -0.724830 2.222984 0.22 -1.03 1.96
H -0.275241 -1.696606 -0.165434 -0.59 -0.12 0.67
```
Positions in Å, forces in eV/Å.

Summary:
Maximum force (hartree/bohr): 0.0672
Lowest unoccupied orbital energy (spin up / spin down) (eV): -3.587 / -6.858
2S+1: 3
HOMO-LUMO gap (spin up / spin down) (eV): 7.9 / 7.6
Energy relative to the best compared isomer or geometry (same formula, charge and spin) (kcal per mole): 57.3
Electronic energy (Eh): -510.9555
Expectation value of S²: 2.01
Charge: +1

***

Number 3 is which compound?
C4H11ClSSi

***

What is the energy relative to the best compared isomer or geometry (same formula, charge and spin) in the third record?
82.8 kcal per mole

***

Please write out number 5 again, unchanged.
Formula: C4H11F2InNO
Source: the Open Molecules 2025 dataset
Level of theory: ωB97M-V/def2-TZVPD

```
20
Properties=species:S:1:pos:R:3:forces:R:3
In -2.407082 -1.046782 -1.165583 -0.49 1.00 1.36
F -4.457943 -0.759151 -3.141524 2.26 -0.32 2.05
F -2.672440 -0.713519 1.715681 0.07 -0.56 -2.53
C 2.319504 -1.108116 0.703483 0.12 0.94 -0.85
C 0.895021 -0.734360 0.237972 -0.51 1.14 2.59
C 0.531151 0.771078 0.214245 1.53 -1.93 -0.96
O -0.848969 0.858041 0.404102 -0.09 0.13 -0.60
C -1.288271 2.184727 0.245094 -2.64 1.10 -0.08
N 0.481283 -1.412935 -0.955973 -0.64 -0.71 -0.46
H 2.566557 -2.116218 0.371634 0.13 -0.03 0.23
H 2.397201 -1.020512 1.785296 -0.11 -0.17 -0.03
H 3.038870 -0.406987 0.275285 0.19 -0.19 -0.11
H 0.297708 -1.077972 1.088794 -0.49 -0.45 -0.40
H 0.799043 1.104746 -0.794686 0.13 0.69 0.15
H 1.139844 1.253654 0.980904 -0.37 0.40 0.03
H -2.382287 2.179102 0.286077 -0.07 -0.46 0.25
H -1.157254 2.640357 -0.739323 1.02 -0.17 0.01
H -1.066132 2.867088 1.066576 0.87 -0.25 -0.05
H 0.821925 -2.359049 -0.798381 -0.73 -0.47 -0.45
H 0.992271 -1.103193 -1.779673 -0.16 0.31 -0.14
```
Positions in Å, forces in eV/Å.

Summary:
Maximum force (hartree/bohr): 0.0597
Lowest unoccupied orbital energy (eV): -9.988
HOMO-LUMO gap (eV): 5.0
Energy relative to the best compared isomer or geometry (same formula, charge and spin) (kcal per mole): 98.0
Electronic energy (Eh): -678.3155
Charge: +1

***

Which value of energy relative to the best compared isomer or geometry (same formula, charge and spin) does entry 4 give?
97.2 kcal per mole